Entry 1:
ORCA calculation (the ωB97M-V functional and the def2-TZVPD basis) on a molecular structure, C16H26InN10S2 in a non-equilibrium geometry.

Atoms and positions in Å:
C -2.565 -0.526 -3.525
S 2.074 -0.055 -1.012
H 3.401 3.555 -3.943
H -2.429 4.066 3.076
H 4.247 1.932 -0.767
C -1.447 2.945 1.666
C -0.229 0.846 -3.203
N -1.567 3.883 2.577
H 4.917 1.075 -2.174
H -3.475 -1.102 -3.611
N -1.122 -2.404 3.215
N -0.858 0.406 -2.110
N 1.010 1.527 -3.045
H 1.029 -0.045 2.903
C 4.372 1.958 -1.846
H 0.121 -2.972 4.802
C 1.178 -0.990 2.373
H -3.404 2.377 1.870
H 0.807 3.003 -4.628
H 2.085 -0.933 1.768
C -2.004 -0.288 -2.293
H 1.127 -2.467 0.133
C 2.020 1.206 -2.197
H -0.638 -2.717 0.053
C -0.906 -3.664 2.484
H -1.401 -0.389 2.814
C 0.036 -2.156 4.089
H -2.100 -1.532 1.618
H 2.380 -3.290 1.989
C 2.711 2.832 -3.542
C 0.210 -2.539 0.719
H -2.938 1.759 -0.482
C 1.459 -3.335 2.571
C -1.253 -1.334 2.282
N -2.521 2.174 1.417
C 1.445 2.550 -3.890
C -1.918 -0.019 -4.646
S 0.059 2.788 0.837
H -0.816 -4.477 3.200
N -2.556 1.277 0.335
In -0.059 0.472 0.071
H -2.324 -0.175 -5.637
N 3.051 1.996 -2.493
H -2.479 -0.682 -1.402
N 1.269 -2.071 3.299
C -0.728 0.666 -4.483
H 1.535 -4.148 3.289
H -0.112 -1.225 4.638
N -0.009 -1.189 1.416
H -0.776 4.470 2.805
H 4.915 2.852 -2.136
N 0.318 -3.588 1.680
H -3.200 0.530 0.584
H -1.760 -3.862 1.835
H -0.181 1.028 -5.341

Relative energy (zero: lowest compared OMol25 entry of this formula, charge and spin) = 5.1 kcal per mole
HOMO-LUMO gap = 7.965 eV
Electronic energy = -58735.197 eV
Charge = +3
Highest occupied orbital energy = -16.986 eV

=====

Entry 2:
ORCA calculation (the ωB97M-V functional and the def2-TZVPD basis) on a single C16H26N2O molecule.

Atoms and positions in Å:
O -1.034 -2.318 1.782
H 2.907 -0.540 -1.108
H -3.964 -3.046 -1.172
H -2.031 -2.799 -2.431
N -2.455 -0.540 1.664
C -3.273 -2.333 -0.721
N -1.496 2.888 2.390
H 3.751 2.183 1.453
H -4.153 -2.473 1.256
C -0.276 0.394 2.318
H 2.757 2.053 -2.709
H 2.681 -0.408 -2.847
C 3.084 2.237 -0.598
C 3.746 1.533 0.581
C 0.289 -1.174 -1.773
C 3.183 1.448 -1.905
H -2.933 -3.710 0.904
H 1.498 1.467 2.855
H 4.776 1.276 0.341
C -0.207 2.757 2.657
H 0.317 3.672 2.896
H -1.317 -0.536 -0.534
C 0.973 0.189 -1.697
H 3.571 3.203 -0.750
C -2.186 1.808 2.087
H 3.214 0.621 0.838
H 0.738 -1.840 -1.032
H -1.275 -3.118 -0.874
C -3.187 -2.657 0.780
H -3.236 1.966 1.871
C 0.445 1.533 2.633
H 0.759 0.630 -0.721
C -1.205 -1.056 -1.485
H -3.395 -0.274 1.405
C -1.907 -2.414 -1.417
H -3.694 -1.335 -0.867
H -1.680 -0.438 -2.251
H 0.193 -0.576 2.287
H 4.240 1.291 -2.136
H 0.446 -1.617 -2.759
C 2.483 0.088 -1.893
C -2.102 -1.849 1.466
C -1.634 0.525 2.034
H 0.552 0.851 -2.459
H 2.037 2.436 -0.361

Structure (SMILES) = CCCCCCCCCCC(=O)Nc1cccnc1
Relative energy (zero: lowest compared OMol25 entry of this formula, charge and spin) = 0.0 kcal per mole
HOMO-LUMO gap = 9.572 eV
Electronic energy = -22042.584 eV
Charge = 0
Highest occupied orbital energy = -8.864 eV